{
  "formula": "C6H7FO2",
  "method": "wB97M-V/def2-TZVPD",
  "homo_energy_ev": -8.7,
  "e_above_lowest_kcal_mol": 129.8,
  "gap_ha": 0.2932,
  "charge": 0,
  "energy_ha": -482.919684,
  "symbols": ["C", "C", "C", "C", "C", "C", "O", "O", "F", "H", "H", "H", "H", "H", "H", "H"],
  "xyz": [[0.581, -0.592, 1.031], [-1.788, -1.258, -0.380], [2.653, -0.925, -0.228], [0.374, 0.784, 0.631], [-1.900, 0.152, -0.235], [-0.583, 0.868, -0.537], [3.214, 0.095, -0.127], [1.510, -1.325, 0.373], [-2.511, -1.858, 0.528], [3.160, -1.861, -0.516], [-0.177, 1.198, 1.514], [1.253, 1.440, 0.385], [-2.677, 0.293, -1.048], [-2.179, 0.610, 0.806], [-0.782, 1.942, -0.732], [-0.148, 0.438, -1.466]],
  "lowdin_charge": [0.03, -0.07, -0.33, -0.25, -0.27, -0.23, 0.13, -0.01, 0.04, 0.15, 0.12, 0.13, 0.15, 0.15, 0.13, 0.13]
}

{
  "formula": "C4H12S2Si",
  "method": "wB97M-V/def2-TZVPD",
  "homo_energy_ev": -8.8,
  "e_above_lowest_kcal_mol": 62.9,
  "gap_ha": 0.3044,
  "charge": 0,
  "energy_ha": -1245.432964,
  "symbols": ["C", "Si", "C", "C", "S", "H", "H", "H", "H", "H", "H", "H", "H", "H", "H", "C", "S", "H", "H"],
  "xyz": [[-2.171, 0.345, -0.795], [-0.319, -0.103, -0.240], [-0.132, 0.602, 1.512], [0.003, -1.947, 0.139], [1.165, 0.695, -1.666], [-2.806, 0.413, 0.065], [-2.097, 1.378, -1.070], [-2.708, -0.343, -1.458], [0.473, 1.574, 1.635], [-1.029, 0.817, 2.006], [0.534, -0.135, 1.966], [1.085, -2.051, 0.446], [-0.387, -2.155, 1.042], [-0.119, -2.586, -0.653], [0.777, 2.025, -1.724], [4.905, -1.039, 0.103], [5.674, -0.057, 1.141], [5.513, -1.390, -0.777], [3.835, -0.927, -0.100]],
  "lowdin_charge": [-0.20, 0.29, -0.22, -0.19, 0.38, 0.00, 0.00, 0.03, 0.06, 0.00, 0.02, 0.05, -0.02, -0.01, -0.18, -0.58, 0.58, 0.01, -0.03]
}

{
  "formula": "C43H38BaN7",
  "method": "wB97M-V/def2-TZVPD",
  "homo_energy_ev": -9.1,
  "e_above_lowest_kcal_mol": 2.3,
  "gap_ha": 0.2468,
  "charge": 1,
  "energy_ha": -2070.116602,
  "symbols": ["Ba", "C", "C", "C", "C", "C", "C", "C", "N", "N", "C", "C", "C", "C", "C", "C", "N", "C", "C", "C", "C", "C", "C", "N", "H", "H", "H", "H", "H", "H", "H", "H", "H", "H", "H", "H", "H", "H", "H", "H", "H", "H", "H", "H", "N", "C", "C", "C", "C", "C", "C", "C", "C", "C", "C", "C", "C", "H", "H", "H", "H", "H", "H", "H", "H", "H", "H", "C", "C", "N", "C", "C", "C", "C", "C", "C", "C", "C", "C", "N", "C", "H", "H", "H", "H", "H", "H", "H", "H"],
  "xyz": [[0.012, 0.265, 0.042], [2.445, -2.789, -0.555], [1.464, -3.657, -1.317], [0.452, -2.937, -2.174], [-0.639, -3.639, -2.685], [-1.462, -3.027, -3.609], [-1.182, -1.722, -3.995], [-0.115, -1.083, -3.396], [0.688, -1.664, -2.496], [1.900, -2.060, 0.599], [1.379, -2.974, 1.613], [-0.040, -3.447, 1.383], [-0.437, -4.663, 1.928], [-1.759, -5.050, 1.817], [-2.646, -4.200, 1.174], [-2.158, -3.013, 0.666], [-0.878, -2.634, 0.740], [3.004, -1.244, 1.139], [2.644, -0.476, 2.387], [3.348, -0.645, 3.567], [2.982, 0.097, 4.682], [1.917, 0.973, 4.586], [1.256, 1.074, 3.373], [1.613, 0.376, 2.294], [3.280, -3.422, -0.216], [2.867, -2.049, -1.233], [2.062, -4.277, -1.995], [0.950, -4.366, -0.667], [-0.812, -4.660, -2.370], [-2.302, -3.560, -4.036], [-1.781, -1.211, -4.737], [0.123, -0.052, -3.644], [2.043, -3.844, 1.735], [1.376, -2.457, 2.575], [0.287, -5.287, 2.435], [-2.094, -5.990, 2.236], [-3.696, -4.438, 1.082], [-2.850, -2.314, 0.212], [3.891, -1.860, 1.348], [3.295, -0.535, 0.356], [4.169, -1.348, 3.607], [3.520, -0.017, 5.614], [1.594, 1.562, 5.432], [0.399, 1.730, 3.262], [-2.485, 0.052, -1.463], [-3.277, 1.187, -1.106], [-3.486, 2.165, -2.074], [-4.229, 3.298, -1.786], [-4.777, 3.453, -0.522], [-4.559, 2.476, 0.439], [-3.798, 1.337, 0.184], [-3.508, 0.374, 1.293], [-4.568, -0.194, 2.002], [-4.308, -0.948, 3.139], [-2.998, -1.098, 3.576], [-1.964, -0.540, 2.830], [-2.159, 0.185, 1.642], [-2.510, -0.099, -2.463], [-2.807, -0.792, -1.005], [-3.076, 2.026, -3.069], [-4.389, 4.046, -2.552], [-5.368, 4.328, -0.283], [-4.966, 2.600, 1.436], [-5.590, -0.038, 1.675], [-5.127, -1.389, 3.694], [-2.795, -1.646, 4.489], [-0.948, -0.700, 3.201], [4.312, 0.923, -3.116], [3.118, 0.496, -2.516], [2.303, 1.295, -1.854], [2.624, 2.608, -1.796], [3.797, 3.131, -2.353], [4.658, 2.243, -3.020], [4.080, 4.539, -2.251], [3.212, 5.375, -1.655], [1.976, 4.883, -1.107], [1.021, 5.736, -0.526], [-0.151, 5.214, -0.048], [-0.350, 3.830, -0.146], [0.532, 3.005, -0.676], [1.684, 3.516, -1.161], [4.933, 0.212, -3.642], [2.804, -0.537, -2.589], [5.574, 2.613, -3.463], [5.004, 4.911, -2.675], [3.420, 6.436, -1.586], [1.221, 6.799, -0.471], [-0.913, 5.839, 0.394], [-1.275, 3.389, 0.223]],
  "lowdin_charge": [1.71, -0.19, -0.10, -0.28, -0.01, -0.04, -0.07, -0.16, 0.07, -0.21, -0.13, -0.28, -0.02, -0.04, -0.04, -0.13, 0.08, -0.15, -0.30, -0.01, -0.04, -0.04, -0.13, -0.03, 0.13, 0.09, 0.14, 0.11, 0.12, 0.12, 0.11, 0.11, 0.14, 0.13, 0.12, 0.11, 0.11, 0.09, 0.13, 0.12, 0.12, 0.12, 0.11, 0.11, 0.01, -0.28, -0.05, -0.09, -0.09, -0.03, -0.16, -0.28, -0.06, -0.10, -0.11, -0.21, -0.30, 0.06, 0.06, 0.11, 0.10, 0.10, 0.12, 0.11, 0.10, 0.10, 0.06, -0.03, -0.14, 0.07, -0.16, -0.14, 0.00, -0.01, -0.01, -0.14, 0.01, -0.03, -0.13, -0.01, -0.16, 0.11, 0.07, 0.12, 0.12, 0.12, 0.12, 0.11, 0.11]
}

{
  "formula": "C2H3IN2O2",
  "method": "wB97M-V/def2-TZVPD",
  "homo_energy_ev": -9.4,
  "e_above_lowest_kcal_mol": 101.5,
  "gap_ha": 0.3618,
  "charge": 0,
  "energy_ha": -635.546380,
  "symbols": ["O", "N", "N", "C", "I", "C", "O", "H", "H", "H"],
  "xyz": [[-0.738, -0.970, 2.884], [0.075, -0.798, 2.030], [-0.458, -0.488, 0.813], [0.336, 0.196, -0.187], [2.329, 0.087, 0.207], [0.007, 0.377, -1.622], [-0.084, 1.417, -0.658], [-1.524, -0.399, 0.957], [0.965, 0.476, -2.342], [-0.908, 0.101, -2.081]],
  "lowdin_charge": [-0.02, -0.17, -0.01, -1.00, 1.02, -0.16, -0.08, 0.19, 0.13, 0.10]
}

{
  "formula": "C54H31F20GeO4PS3V",
  "method": "wB97M-V/def2-TZVPD",
  "homo_energy_ev": [-8.2, -8.2],
  "e_above_lowest_kcal_mol": 30.9,
  "multiplicity": 2,
  "gap_ha": [0.2620, 0.2875],
  "charge": 0,
  "energy_ha": -8931.417405,
  "symbols": ["V", "O", "C", "O", "C", "C", "C", "C", "C", "C", "P", "C", "C", "C", "C", "C", "C", "C", "C", "C", "C", "C", "C", "H", "H", "H", "H", "H", "H", "H", "H", "H", "H", "H", "H", "H", "H", "C", "S", "O", "C", "C", "C", "C", "C", "C", "H", "H", "H", "H", "H", "H", "H", "H", "F", "C", "C", "C", "F", "C", "F", "C", "F", "C", "F", "Ge", "S", "C", "C", "F", "C", "F", "C", "F", "C", "F", "C", "F", "C", "C", "F", "C", "F", "C", "F", "C", "F", "C", "F", "C", "C", "C", "C", "O", "H", "H", "H", "H", "H", "H", "H", "H", "H", "F", "C", "C", "F", "C", "F", "C", "S", "C", "F", "C", "F"],
  "xyz": [[-7.086, -20.288, 5.743], [-10.168, -22.101, 6.183], [-9.220, -22.303, 5.473], [-8.048, -21.823, 5.834], [-9.254, -23.041, 4.212], [-10.495, -23.530, 3.859], [-10.644, -24.284, 2.721], [-9.522, -24.524, 1.926], [-8.310, -23.888, 2.188], [-8.148, -23.081, 3.337], [-6.413, -22.382, 3.444], [-5.389, -23.945, 3.362], [-5.070, -24.516, 4.564], [-4.557, -25.788, 4.683], [-4.241, -26.508, 3.520], [-4.525, -25.936, 2.264], [-5.103, -24.674, 2.201], [-6.113, -21.766, 1.772], [-7.203, -21.487, 0.967], [-6.977, -20.976, -0.304], [-5.680, -20.777, -0.759], [-4.569, -21.188, -0.011], [-4.820, -21.670, 1.275], [-11.343, -23.325, 4.507], [-11.616, -24.700, 2.479], [-9.610, -25.159, 1.067], [-7.522, -24.033, 1.405], [-5.169, -23.976, 5.498], [-4.345, -26.198, 5.649], [-3.870, -27.511, 3.606], [-4.321, -26.568, 1.399], [-5.424, -24.314, 1.227], [-8.223, -21.648, 1.314], [-7.832, -20.781, -0.960], [-5.501, -20.376, -1.800], [-3.568, -21.160, -0.444], [-4.013, -22.060, 1.941], [-3.137, -20.041, 4.941], [-4.357, -19.262, 3.951], [-5.640, -19.234, 4.778], [-3.958, -17.614, 4.100], [-4.131, -17.026, 5.333], [-3.919, -15.668, 5.434], [-3.456, -14.998, 4.296], [-3.393, -15.639, 3.065], [-3.659, -16.967, 2.922], [-3.039, -19.503, 5.894], [-2.205, -20.084, 4.377], [-3.538, -21.056, 5.051], [-4.394, -17.610, 6.182], [-4.094, -15.190, 6.407], [-3.183, -13.961, 4.348], [-3.113, -15.118, 2.168], [-3.650, -17.477, 1.921], [-5.026, -21.305, 11.661], [-3.968, -21.743, 10.975], [-4.038, -22.281, 9.707], [-2.815, -22.544, 9.084], [-2.773, -23.187, 7.908], [-1.616, -22.370, 9.745], [-0.472, -22.721, 9.129], [-1.564, -21.984, 11.082], [-0.390, -21.922, 11.690], [-2.764, -21.686, 11.699], [-2.752, -21.242, 12.964], [-5.699, -22.511, 8.614], [-5.354, -20.783, 7.280], [-5.798, -24.454, 8.054], [-6.899, -24.951, 7.353], [-7.811, -24.083, 6.939], [-7.102, -26.248, 7.005], [-8.110, -26.641, 6.264], [-6.225, -27.190, 7.549], [-6.371, -28.527, 7.295], [-5.132, -26.736, 8.269], [-4.432, -27.683, 8.904], [-4.896, -25.410, 8.516], [-3.907, -25.106, 9.376], [-7.275, -22.403, 9.790], [-8.415, -21.633, 9.565], [-8.455, -20.765, 8.583], [-9.531, -21.769, 10.352], [-10.607, -21.026, 10.122], [-9.542, -22.658, 11.409], [-10.669, -22.763, 12.134], [-8.396, -23.412, 11.698], [-8.473, -24.195, 12.776], [-7.287, -23.280, 10.839], [-6.176, -23.962, 11.090], [-9.838, -18.305, 7.446], [-8.384, -18.080, 7.277], [-7.846, -17.874, 8.636], [-7.976, -16.988, 6.362], [-7.840, -19.255, 6.815], [-10.165, -17.386, 7.934], [-10.054, -19.139, 8.132], [-10.387, -18.494, 6.528], [-8.103, -16.844, 8.857], [-6.790, -18.113, 8.802], [-8.411, -18.456, 9.370], [-8.495, -16.073, 6.738], [-8.261, -17.209, 5.361], [-6.900, -16.856, 6.304], [-8.617, -14.684, 1.030], [-8.624, -15.855, 1.656], [-7.666, -16.824, 1.514], [-6.571, -16.563, 0.773], [-7.712, -17.947, 2.287], [-6.637, -18.749, 2.177], [-8.715, -18.268, 3.196], [-8.857, -19.851, 3.987], [-9.690, -17.313, 3.253], [-10.690, -17.481, 4.113], [-9.634, -16.141, 2.534], [-10.510, -15.155, 2.659]],
  "lowdin_charge": [0.63, 0.12, -0.66, -0.31, -0.17, -0.01, -0.05, -0.06, -0.10, -0.25, 1.13, -0.34, -0.11, -0.06, -0.05, -0.06, -0.10, -0.42, -0.12, -0.08, -0.09, -0.08, -0.13, 0.13, 0.11, 0.10, 0.11, 0.09, 0.09, 0.10, 0.11, 0.10, 0.10, 0.11, 0.12, 0.10, 0.12, -0.25, 0.99, -0.66, -0.43, -0.08, -0.04, -0.05, -0.08, -0.08, 0.06, 0.08, 0.03, 0.11, 0.12, 0.11, 0.11, 0.14, 0.11, -0.22, -0.16, -0.25, 0.08, -0.13, 0.11, -0.14, 0.14, -0.12, 0.12, 0.80, 0.41, -0.09, -0.25, 0.11, -0.17, 0.16, -0.09, 0.11, -0.16, 0.12, -0.22, 0.11, -0.12, -0.22, 0.09, -0.14, 0.13, -0.11, 0.13, -0.11, 0.12, -0.24, 0.11, 0.00, -0.72, -0.02, 0.02, -0.30, 0.10, 0.09, 0.09, 0.10, 0.10, 0.09, 0.12, 0.05, 0.09, 0.14, -0.15, -0.14, 0.10, -0.22, 0.05, -0.47, 0.85, -0.27, 0.10, -0.15, 0.13]
}

{
  "formula": "C2Cl4N2O4",
  "method": "wB97M-V/def2-TZVPD",
  "homo_energy_ev": -10.3,
  "e_above_lowest_kcal_mol": 0.0,
  "gap_ha": 0.3274,
  "charge": 0,
  "energy_ha": -2327.173702,
  "symbols": ["C", "C", "N", "N", "O", "O", "O", "O", "Cl", "Cl", "Cl", "Cl"],
  "xyz": [[1.338, -0.225, 0.004], [-2.278, -0.206, 0.075], [0.143, -0.798, -0.079], [1.628, 1.191, -0.010], [-0.966, 0.193, -0.002], [-0.112, -1.974, -0.144], [2.711, 1.551, -0.314], [0.672, 1.849, 0.221], [2.599, -1.261, -0.266], [-2.709, -1.290, -1.253], [-3.223, 1.268, 0.131], [-2.685, -1.188, 1.540]],
  "lowdin_charge": [-0.57, -1.61, -0.20, -0.42, -0.19, 0.01, 0.10, 0.12, 0.88, 0.63, 0.68, 0.57]
}

What is the charge in the first record?
0

What is the charge in the fourth record?
0